The following is a quantum chemistry calculation of a 12-piece molecular cluster, C36H96O36S12 overall at a distorted geometry, from the Open Molecules 2025 dataset.

```
! wB97M-V def2-TZVPD RIJCOSX def2/J DEFGRID3
* xyz 0 1
C 4.16396 -8.98755 21.90812
C 5.44959 -9.47750 22.71975
O 6.54696 -9.21036 21.96384
S 8.00547 -9.38079 22.72332
C 8.99282 -9.58956 21.22959
O 8.29565 -8.15869 23.39778
O 8.00292 -10.62399 23.47228
H 3.94321 -9.50895 20.97672
H 4.39990 -7.95687 21.64328
H 3.32025 -9.07476 22.59270
H 5.58100 -8.77955 23.54661
H 5.50518 -10.53187 22.99051
H 10.01914 -9.33582 21.49487
H 8.59228 -8.99469 20.40874
H 8.80850 -10.60995 20.89352
C -4.80952 -16.70324 26.69540
C -4.58123 -15.47399 25.77031
O -5.66222 -15.48236 24.85697
S -6.18819 -14.04223 24.06450
C -4.72037 -13.76567 22.88380
O -7.41218 -14.36896 23.35091
O -6.27628 -12.94909 25.11428
H -3.90758 -17.05365 27.19722
H -5.17476 -17.53366 26.09116
H -5.47459 -16.57642 27.54961
H -4.31998 -14.58693 26.34735
H -3.76689 -15.64251 25.06564
H -4.74238 -12.72288 22.56726
H -4.95569 -14.43821 22.05892
H -3.84757 -14.09683 23.44650
C 2.49996 -2.51957 23.81887
C 3.05160 -3.37396 22.70908
O 4.41489 -3.52992 22.84248
S 4.98288 -4.98454 22.45371
C 4.67107 -5.96703 23.96768
O 4.13887 -5.41879 21.29618
O 6.40146 -4.88492 22.29000
H 3.27254 -1.86946 24.22943
H 2.25368 -3.15922 24.66639
H 1.60415 -1.96221 23.54502
H 2.48707 -4.30518 22.75635
H 2.79106 -2.98740 21.72379
H 4.06484 -5.40175 24.67553
H 5.63129 -6.33962 24.32441
H 3.97726 -6.72642 23.60706
C -6.77028 -6.87506 17.57436
C -6.48909 -7.29439 19.02231
O -5.43895 -6.56212 19.70523
S -5.59474 -4.94128 19.98424
C -4.56177 -4.15788 18.68845
O -6.92526 -4.49570 19.74773
O -4.86546 -4.64932 21.24237
H -6.84063 -5.78749 17.55592
H -7.69584 -7.31106 17.19840
H -5.98932 -7.15027 16.86551
H -7.42569 -7.21281 19.57388
H -6.25143 -8.35516 18.94231
H -4.53002 -3.08745 18.89162
H -5.15311 -4.11048 17.77402
H -3.58495 -4.63509 18.60980
C -1.28367 -6.94111 28.62551
C -0.62377 -7.91911 27.58715
O 0.00767 -7.11968 26.55466
S 1.32694 -7.82873 25.79590
C 0.47079 -9.20878 24.98960
O 1.63555 -6.91998 24.67616
O 2.29819 -8.21303 26.78585
H -1.72775 -6.05353 28.17485
H -0.60171 -6.57365 29.39232
H -2.05808 -7.53626 29.10944
H 0.06832 -8.52005 28.17706
H -1.35836 -8.58762 27.13817
H 0.41913 -9.98377 25.75433
H 1.14464 -9.42388 24.16029
H -0.52243 -8.92490 24.64170
C -10.02683 -14.35898 20.43631
C -9.64351 -13.01930 21.09993
O -8.95285 -12.09454 20.19893
S -8.64436 -10.50647 20.57853
C -7.02781 -10.62350 21.37203
O -8.64466 -9.74298 19.35433
O -9.49828 -10.15418 21.73987
H -9.25959 -15.12961 20.36164
H -10.37950 -14.26523 19.40921
H -10.76260 -14.88546 21.04423
H -10.47192 -12.53375 21.61575
H -8.89739 -13.18667 21.87671
H -6.91637 -9.59773 21.72342
H -6.35888 -11.07385 20.63866
H -7.26491 -11.22969 22.24633
C -1.84321 -9.65511 16.42043
C -2.40214 -8.22521 16.20989
O -1.74757 -7.82068 14.96502
S -1.84108 -6.19392 14.68930
C -0.21437 -5.71917 15.69015
O -1.56975 -5.98367 13.26356
O -3.05956 -5.64581 15.37826
H -0.75819 -9.55133 16.41258
H -2.04161 -10.34883 15.60343
H -2.15105 -10.06434 17.38265
H -3.48126 -8.34092 16.10886
H -2.16776 -7.64996 17.10558
H 0.20797 -6.70803 15.86868
H -0.55158 -5.42146 16.68300
H 0.30564 -5.02081 15.03442
C -1.13379 -2.88437 18.48899
C 0.50283 -2.56804 18.60379
O 1.13228 -3.17109 17.47698
S 1.99924 -2.25328 16.46950
C 3.40990 -1.90163 17.64897
O 2.37343 -3.11316 15.32243
O 1.21429 -1.01425 16.23455
H -1.41307 -3.73825 19.10623
H -1.47122 -3.04385 17.46488
H -1.74223 -2.14080 19.00378
H 0.54617 -1.48201 18.52165
H 1.00091 -2.87670 19.52288
H 2.94996 -1.26283 18.40296
H 4.27278 -1.47187 17.14022
H 3.77988 -2.84577 18.04874
C -3.34072 -9.47192 21.39350
C -1.97275 -8.68156 21.39076
O -1.45614 -8.39771 20.14515
S -0.67282 -7.00102 19.78339
C 0.76795 -7.00579 21.08231
O -0.21081 -7.15510 18.43185
O -1.52101 -5.87292 20.20207
H -3.32340 -10.19466 20.57776
H -4.18832 -8.78741 21.42689
H -3.54019 -9.99929 22.32634
H -2.13660 -7.68438 21.79929
H -1.29748 -9.17487 22.08987
H 1.51826 -6.31194 20.70322
H 0.99358 -8.05093 21.29414
H 0.24680 -6.60005 21.94942
C -4.27677 -6.66989 26.21836
C -3.88061 -7.31986 24.87741
O -4.17531 -8.66137 24.75593
S -5.76275 -9.00081 24.40840
C -6.51664 -9.19344 26.03338
O -6.47430 -7.87427 23.69676
O -5.75458 -10.27139 23.71259
H -3.65029 -5.79210 26.37684
H -4.09026 -7.28025 27.10197
H -5.32409 -6.40066 26.08145
H -4.34619 -6.72674 24.09031
H -2.84418 -7.24016 24.54944
H -6.84504 -8.22116 26.40068
H -5.79548 -9.58732 26.74953
H -7.28188 -9.88933 25.68951
C -1.91729 -14.17792 18.79056
C -1.10262 -13.41732 19.97972
O 0.24289 -13.09343 19.75987
S 0.92485 -11.75822 20.34953
C 0.54000 -10.73925 18.94883
O 0.17273 -11.22178 21.49915
O 2.40296 -11.98588 20.44050
H -2.79899 -14.64337 19.23107
H -1.31942 -15.00726 18.41259
H -2.11428 -13.55413 17.91867
H -1.64187 -12.50371 20.22998
H -1.06055 -14.08278 20.84198
H 0.40773 -11.31805 18.03472
H 1.20809 -9.88012 18.88847
H -0.36997 -10.24177 19.28435
C 6.13229 -7.86509 14.16578
C 5.28708 -7.33668 15.26560
O 4.41296 -8.29195 15.94921
S 3.83236 -7.68069 17.39404
C 2.88001 -6.19745 16.74284
O 2.77428 -8.55325 17.94542
O 4.97163 -7.22303 18.20858
H 6.79577 -7.06816 13.82996
H 5.54523 -8.26118 13.33718
H 6.71208 -8.71582 14.52383
H 6.03421 -6.91348 15.93701
H 4.66454 -6.52038 14.89927
H 2.06982 -6.16723 17.47139
H 2.63554 -6.31187 15.68679
H 3.48586 -5.30646 16.90771
*
```

Properties
E_LUMO   -0.3 eV
HOMO-LUMO gap   10.313 eV
Energy relative to the best compared isomer or geometry (same formula, charge and spin)   948.3 kJ/mol
E   -8915.716375 a.u.
HOMO level   -10.65 eV

=====

The following is a quantum chemistry calculation of C58H66ClN3O4SeSr as an isolated structure at a distorted geometry, from the Open Molecules 2025 dataset.

```
! wB97M-V def2-TZVPD RIJCOSX def2/J DEFGRID3
* xyz -2 1
Sr 0.27618 0.49476 0.16406
C 5.85904 -4.63519 2.27749
C 6.12290 -3.23097 2.82135
C 7.47952 -2.75839 2.27974
C 6.19925 -3.32150 4.35313
C 5.02672 -2.24670 2.41068
C 3.90671 -2.61667 1.68300
C 2.93898 -1.68116 1.33612
Se 1.42384 -2.21670 0.26459
C 2.28822 -2.12430 -1.46409
C 3.17243 -3.14436 -1.79576
C 3.87854 -3.12725 -2.98835
C 3.65011 -2.03151 -3.82823
C 2.78257 -0.99028 -3.53969
C 2.02726 -1.01269 -2.31415
O 1.16857 -0.09212 -1.99298
C 2.61142 0.17925 -4.51792
C 2.91300 1.51646 -3.81482
C 1.16482 0.19045 -5.03069
C 3.54418 0.07722 -5.72674
C 4.85797 -4.22277 -3.40657
C 4.37842 -4.88119 -4.70992
C 6.25182 -3.62002 -3.63472
C 4.98204 -5.31153 -2.34116
C 3.01562 -0.31827 1.71763
O 2.08185 0.51684 1.36979
C 4.15566 0.06005 2.49722
C 5.10967 -0.90138 2.79787
C 4.28102 1.50310 3.00454
C 3.07514 1.84144 3.90215
C 5.55265 1.70480 3.83335
C 4.33415 2.48790 1.82470
H 6.66711 -5.30720 2.58369
H 5.81266 -4.63382 1.18372
H 4.91736 -5.04052 2.65911
H 8.27009 -3.47125 2.54372
H 7.75178 -1.78067 2.68774
H 7.44050 -2.66800 1.19017
H 6.99172 -4.01376 4.66536
H 5.24652 -3.67634 4.75689
H 6.40510 -2.34275 4.79514
H 3.76155 -3.64040 1.36000
H 3.30216 -3.94948 -1.08229
H 4.20022 -1.99420 -4.76312
H 2.24174 1.66110 -2.97046
H 2.78797 2.34757 -4.52051
H 3.94397 1.52851 -3.44536
H 0.48286 0.25980 -4.18670
H 0.94736 -0.73157 -5.58266
H 0.99176 1.04972 -5.69698
H 4.59602 0.05399 -5.42196
H 3.39378 0.95787 -6.36113
H 3.33512 -0.81022 -6.33456
H 4.32103 -4.15061 -5.52164
H 3.38174 -5.30924 -4.57241
H 5.06328 -5.68144 -5.01683
H 6.23559 -2.87890 -4.43890
H 6.97257 -4.40125 -3.90572
H 6.60248 -3.12192 -2.72622
H 4.01776 -5.78831 -2.14682
H 5.35880 -4.90237 -1.39932
H 5.67945 -6.08213 -2.68220
H 5.97716 -0.59566 3.37340
H 2.99613 1.10943 4.71396
H 2.14553 1.82845 3.33190
H 3.19504 2.83858 4.34361
H 5.56365 1.06258 4.72072
H 5.58850 2.74490 4.17119
H 6.45816 1.50847 3.24789
H 3.43805 2.39921 1.21374
H 5.21105 2.28383 1.19998
H 4.40296 3.51854 2.19672
O -2.88538 3.56249 -6.45957
C -2.23219 2.29987 -6.32565
C -2.27896 1.84734 -4.89851
C -2.15583 0.50409 -4.60193
C -2.07361 0.12521 -3.27049
N -2.17813 0.99653 -2.27037
C -2.39712 2.27936 -2.54827
C -2.40389 2.75250 -3.85183
C -2.69054 3.18351 -1.37704
C -2.62072 4.56612 -1.47711
C -2.95186 5.35203 -0.37742
C -2.83487 6.85185 -0.44836
O -1.55920 7.28709 -0.92754
C -3.35767 4.72110 0.77913
C -3.39844 3.33524 0.78877
N -3.07278 2.58336 -0.25587
H -2.80104 3.84441 -7.37212
H -1.18456 2.37922 -6.62784
H -2.70236 1.54308 -6.95623
H -2.08147 -0.23945 -5.39003
H -1.92736 -0.91434 -2.97738
H -2.54810 3.80255 -4.07456
H -2.28840 5.04362 -2.39240
H -3.03862 7.27878 0.53573
H -3.57125 7.25583 -1.14340
H -0.89583 6.67858 -0.58272
H -3.60621 5.29007 1.66825
H -3.68522 2.80121 1.68840
C -2.84910 -1.68102 3.25232
C -3.24458 -0.63326 4.06624
C -2.57604 0.57864 3.99128
C -1.51068 0.73447 3.09858
N -1.15777 -0.28300 2.28535
C -1.80601 -1.45475 2.37279
C -0.76161 2.03483 3.01122
C -0.59417 2.75857 4.20274
C 0.00810 4.01050 4.19144
C 0.44238 4.53241 2.97555
C 0.30406 3.77636 1.81505
C -0.28645 2.49528 1.76017
H -3.34986 -2.64017 3.26939
H -4.08140 -0.75372 4.74557
H -2.89189 1.41893 4.59601
H -1.49904 -2.22751 1.67871
H -0.90149 2.33010 5.15296
H 0.15924 4.55469 5.11610
H 0.91018 5.51470 2.94382
H 0.69611 4.21661 0.89100
Cl -7.48780 -5.36712 -1.22473
C -5.99668 -4.41851 -1.07651
C -6.04382 -3.08887 -0.65991
C -4.88900 -2.34088 -0.54852
C -3.57816 -2.87333 -0.86228
C -2.41903 -2.11908 -0.77243
C -3.59611 -4.26398 -1.26561
C -4.76175 -4.99526 -1.37089
H -7.00484 -2.64614 -0.41809
H -4.94986 -1.30637 -0.21906
H -2.46402 -1.06521 -0.49459
H -1.44981 -2.54356 -1.03447
H -2.64590 -4.74067 -1.49369
H -4.72576 -6.03412 -1.68294
*
```

Properties
E_LUMO   3.5 eV
HOMO-LUMO gap   3.831 eV
Energy relative to the best compared isomer or geometry (same formula, charge and spin)   161.5 kJ/mol
E   -5607.413766 a.u.
HOMO level   -0.34 eV

=====

The following is a quantum chemistry calculation of C33H53CoN2O2P2S as an isolated structure at a distorted geometry, from the Open Molecules 2025 dataset.

```
! wB97M-V def2-TZVPD RIJCOSX def2/J DEFGRID3
* xyz 1 4
C -1.52188 -1.48521 -2.61223
C 0.64879 -2.26522 -2.09045
C -1.62489 -2.37253 -3.67748
C 0.51089 -3.29571 -3.05886
C -0.62016 -3.33629 -3.84658
H -2.49409 -2.30034 -4.32977
H 1.35483 -3.97311 -3.19835
H -0.73258 -4.09517 -4.61615
N -0.47788 -1.54805 -1.76438
P -2.49868 -0.10881 -0.49290
P 2.29037 -0.57901 -0.40708
C -2.53555 -0.39267 -2.31602
H -2.24244 0.54384 -2.82351
H -3.53188 -0.65626 -2.69561
C 1.89080 -1.85323 -1.56485
H 2.71887 -2.52652 -1.82782
C 3.65919 0.25737 -1.56255
C 3.19339 -1.28339 1.17432
C -3.32427 1.57468 -0.29957
C -3.56502 -1.54482 0.15119
C 3.61451 1.75525 -1.23193
H 3.86437 1.95562 -0.18318
H 4.33743 2.28603 -1.87081
H 2.62481 2.17978 -1.42204
C 5.06895 -0.30662 -1.35456
H 5.47537 -0.15216 -0.35421
H 5.11344 -1.37444 -1.60070
H 5.75015 0.20767 -2.05053
C 3.38013 0.02017 -3.05650
H 4.00154 0.71404 -3.64330
H 3.65363 -0.99833 -3.35745
H 2.33837 0.19313 -3.33481
C 4.02562 -0.15329 1.80661
H 3.39093 0.72255 2.00629
H 4.43764 -0.51038 2.76262
H 4.86881 0.17581 1.19614
C 2.20998 -1.75119 2.25058
H 1.65353 -0.92164 2.69441
H 1.50683 -2.50328 1.87411
H 2.79452 -2.21550 3.06270
C 4.01168 -2.51099 0.77788
H 4.82746 -2.29597 0.08603
H 4.45379 -2.94508 1.68690
H 3.35661 -3.26696 0.32682
C -4.10470 -1.20395 1.54851
H -4.60132 -2.10165 1.94674
H -3.28939 -0.94619 2.23862
H -4.84691 -0.39634 1.53818
C -2.68340 -2.80200 0.27568
H -2.31209 -3.14194 -0.69845
H -1.82992 -2.62961 0.94635
H -3.29988 -3.60498 0.70495
C -4.72214 -1.86416 -0.80774
H -5.35625 -2.62836 -0.33483
H -5.35562 -0.99674 -1.02492
H -4.36440 -2.28336 -1.75635
C -2.57372 2.61970 -1.14396
H -2.66448 2.42834 -2.22103
H -3.01033 3.61096 -0.94275
H -1.50745 2.66319 -0.89136
C -3.25954 2.00237 1.17556
H -2.21973 2.04195 1.53378
H -3.68819 3.01280 1.26211
H -3.82692 1.33690 1.83600
C -4.77824 1.50389 -0.78114
H -4.84711 1.18609 -1.83038
H -5.40041 0.84891 -0.16055
H -5.20800 2.51421 -0.71575
Co -0.30436 -0.37096 -0.23839
C -0.49878 -0.31376 1.48489
O -0.76140 -0.52860 2.61307
N 0.30429 1.01347 -1.26175
C 0.65069 1.22911 -2.38509
C 0.66066 2.18587 -3.44700
C 0.48940 3.54787 -3.11362
C 0.86091 1.79913 -4.79158
C 0.53813 4.51231 -4.12238
H 0.32993 3.83668 -2.06708
C 0.96250 2.78361 -5.77459
H 0.95299 0.73610 -5.02984
C 0.78451 4.13383 -5.44807
H 0.39242 5.56417 -3.86625
H 1.18424 2.49209 -6.80441
H 0.84012 4.89673 -6.22686
C 0.48862 2.02368 3.97548
S 0.33130 2.28952 2.19988
C -0.05008 4.04140 2.07576
O 1.71875 2.14376 1.65371
H -0.33329 2.52483 4.49280
H 1.46190 2.41320 4.29235
H 0.42787 0.94541 4.15849
H 0.88084 4.60134 2.19718
H -0.46832 4.21508 1.07604
H -0.78913 4.31495 2.83457
*
```

Properties
E_LUMO (alpha / beta)   -2.4 / -4.3 eV
HOMO-LUMO gap (alpha / beta)   6.592 / 5.986 eV
Energy relative to the best compared isomer or geometry (same formula, charge and spin)   0.0 kJ/mol
E   -4012.584512 a.u.
HOMO level (alpha / beta)   -8.95 / -10.32 eV

=====

The lowest energy relative to the best compared isomer or geometry (same formula, charge and spin) belongs to which entry? C33H53CoN2O2P2S